1.
C20H42BiNP3S | wB97M-V/def2-TZVPD

Geometry as XYZ:
```
68
Properties=species:S:1:pos:R:3
Bi 0.994 -1.351 -0.079
P -1.741 -0.308 -0.653
P 0.177 0.804 2.537
P -0.149 -3.087 1.620
H 3.710 -2.342 -0.339
C 2.739 -2.838 -0.154
C 1.805 -3.081 -1.256
H 2.109 -2.766 -2.255
C -2.085 1.057 -1.814
C -3.015 0.067 0.607
C -2.572 -1.664 -1.545
C 1.718 1.061 3.506
C -0.422 2.551 2.648
C -0.877 0.153 3.892
C -0.194 -4.710 0.743
C -1.818 -3.038 2.336
C 1.082 -3.333 2.945
H 2.739 -3.588 0.642
H 1.081 -3.907 -1.251
H -1.402 1.016 -2.668
H -1.972 2.017 -1.309
H -3.118 0.939 -2.153
H -2.762 0.982 1.148
H -3.119 -0.758 1.313
H -3.948 0.209 0.055
H -2.085 -1.829 -2.511
H -3.606 -1.345 -1.693
H -2.538 -2.590 -0.964
H 1.457 1.432 4.505
H 2.338 1.802 2.987
H 2.263 0.113 3.590
H -0.729 2.766 3.680
H -1.282 2.672 1.975
H 0.390 3.229 2.350
H -0.830 0.887 4.707
H -0.509 -0.823 4.233
H -1.909 0.080 3.521
H -0.837 -5.362 1.367
H 0.820 -5.147 0.652
H -0.646 -4.606 -0.264
H -1.956 -4.020 2.815
H -2.574 -2.920 1.544
H -1.929 -2.240 3.081
H 0.853 -4.303 3.413
H 1.028 -2.525 3.690
H 2.104 -3.366 2.539
C 0.911 0.475 -4.310
C 1.634 -0.299 -3.386
C 2.738 0.233 -2.730
C 2.951 1.610 -2.773
C 2.299 2.359 -3.754
C 1.354 1.778 -4.587
S -0.465 -0.256 -5.082
H -0.813 0.703 -5.910
H 1.266 -1.289 -3.114
H 3.363 -0.436 -2.142
H 3.578 2.056 -2.008
H 2.507 3.420 -3.813
H 0.914 2.303 -5.427
C -0.645 5.412 -0.146
C 0.256 4.482 -0.994
C 0.353 3.119 -0.512
N 0.477 2.018 -0.152
H -1.688 5.070 -0.128
H -0.637 6.418 -0.576
H -0.299 5.496 0.891
H -0.121 4.448 -2.032
H 1.281 4.891 -1.047
```

**Energy relative to the best compared isomer or geometry (same formula, charge and spin)**: 82.5 kcal/mol
**Maximum force**: 6.4 eV/Å
**HOMO-LUMO gap (spin up / spin down)**: 3.1 / 2.6 eV
**M**: 630.53 Da
**Charge**: +3

=====

2.
C20H42FNO16P3 | wB97M-V/def2-TZVPD

Geometry as XYZ:
```
83
Properties=species:S:1:pos:R:3
C -2.423 -0.952 2.725
C -2.024 0.498 2.836
F -1.780 0.791 4.162
C -0.782 0.909 2.036
O -0.482 0.020 0.925
C 0.732 -0.519 0.993
O 1.756 0.065 0.847
C 0.808 -2.000 1.250
C 1.736 -2.481 2.182
O 2.562 -1.634 2.856
C 1.812 -3.836 2.429
N 0.994 -4.690 1.802
C 0.109 -4.254 0.895
C -0.011 -2.912 0.567
C -0.993 -2.502 -0.505
C -0.990 -3.481 -1.688
O -0.738 -2.730 -2.870
H -3.331 -1.079 3.314
H -2.695 -1.222 1.713
H -1.687 -1.634 3.148
H -2.865 1.089 2.477
H -0.947 1.896 1.623
H 0.074 0.994 2.703
H 3.290 -1.395 2.267
H 2.519 -4.229 3.140
H 1.021 -5.684 1.987
H -0.518 -4.987 0.412
H -1.976 -2.370 -0.068
H -0.667 -1.552 -0.912
H -1.964 -3.970 -1.740
H -0.215 -4.243 -1.609
H -0.408 -3.353 -3.524
C -2.174 -9.883 -5.092
O -1.686 -9.257 -3.895
P -1.683 -7.681 -3.735
O -1.482 -7.248 -2.349
O -3.011 -7.171 -4.419
C -4.262 -7.530 -3.811
O -0.603 -7.165 -4.770
C 0.768 -7.088 -4.358
H -3.073 -10.444 -4.843
H -2.405 -9.156 -5.869
H -1.415 -10.570 -5.457
H -4.123 -7.930 -2.807
H -4.756 -8.275 -4.434
H -4.879 -6.637 -3.761
H 1.362 -7.722 -5.013
H 0.900 -7.411 -3.326
H 1.103 -6.057 -4.458
C 1.264 4.351 -3.375
O 1.017 3.461 -2.277
P 0.960 3.998 -0.783
O 0.362 3.033 0.139
O 0.232 5.396 -0.881
C -1.148 5.416 -1.280
O 2.435 4.440 -0.438
C 3.340 3.458 0.093
H 0.368 4.391 -3.992
H 1.516 5.356 -3.040
H 2.085 3.952 -3.965
H -1.592 4.421 -1.248
H -1.217 5.813 -2.291
H -1.683 6.072 -0.597
H 4.192 3.376 -0.579
H 2.863 2.484 0.199
H 3.681 3.797 1.069
C 1.449 6.344 1.755
O 0.702 7.385 2.397
P 1.083 7.884 3.860
O 0.450 9.151 4.202
O 2.665 7.855 3.919
C 3.377 8.785 3.091
O 0.759 6.663 4.813
C -0.566 6.552 5.350
H 1.963 6.768 0.895
H 2.181 5.894 2.426
H 0.757 5.585 1.421
H 2.718 9.557 2.693
H 3.841 8.243 2.267
H 4.149 9.252 3.697
H -0.991 5.602 5.029
H -1.206 7.368 5.018
H -0.501 6.571 6.436
```

**Energy relative to the best compared isomer or geometry (same formula, charge and spin)**: 0.0 kcal/mol
**Maximum force**: 1.2 eV/Å
**HOMO-LUMO gap**: 7.3 eV
**M**: 664.47 Da
**Charge**: +1